Entry 1:
Computed, not measured: a molecular structure, C49H59BIIrN3O8P3S2, with ωB97M-V with the def2-TZVPD basis set.

HOMO energy: -5.56 eV
charge: 0
orbital gap: 0.17585 hartree

Cartesian coordinates (Å):
Ir (0.302, -0.074, 0.245)
C (-0.707, 1.885, 3.047)
P (-0.300, 1.869, 1.288)
C (1.327, 2.791, 1.306)
N (1.345, 4.089, 1.322)
C (2.556, 4.710, 1.304)
C (2.613, 6.128, 1.258)
C (3.820, 6.751, 1.244)
C (5.028, 5.996, 1.283)
C (4.996, 4.639, 1.321)
C (3.744, 3.967, 1.322)
N (3.710, 2.607, 1.318)
C (2.542, 2.040, 1.295)
P (2.384, 0.221, 1.139)
C (3.789, -0.193, 0.076)
C (2.979, -0.408, 2.818)
C (2.882, -1.927, 2.924)
C (2.104, 0.200, 3.911)
C (4.443, 0.004, 3.020)
C (-1.531, 3.119, 0.608)
C (-1.632, 4.392, 1.454)
C (-2.898, 2.439, 0.643)
C (-1.195, 3.473, -0.835)
H (-0.399, 2.848, 3.453)
H (-0.215, 1.073, 3.556)
H (-1.779, 1.737, 3.184)
H (1.684, 6.684, 1.234)
H (3.868, 7.832, 1.200)
H (5.979, 6.513, 1.281)
H (5.899, 4.043, 1.345)
H (4.635, 0.421, 0.379)
H (3.542, 0.002, -0.963)
H (4.016, -1.249, 0.202)
H (1.853, -2.263, 2.927)
H (3.341, -2.223, 3.873)
H (3.406, -2.440, 2.118)
H (1.075, -0.148, 3.816)
H (2.134, 1.295, 3.899)
H (2.476, -0.129, 4.885)
H (5.119, -0.611, 2.423)
H (4.686, -0.156, 4.073)
H (4.634, 1.050, 2.784)
H (-1.817, 4.175, 2.508)
H (-2.491, 4.955, 1.079)
H (-0.744, 5.007, 1.379)
H (-3.251, 2.289, 1.664)
H (-2.884, 1.486, 0.135)
H (-3.624, 3.075, 0.129)
H (-0.200, 3.916, -0.934)
H (-1.925, 4.204, -1.195)
H (-1.260, 2.597, -1.470)
C (4.588, -4.801, -0.559)
C (3.599, -3.843, -1.176)
O (2.655, -3.456, -0.153)
P (1.157, -3.051, -0.586)
S (0.156, -2.613, 1.038)
S (1.145, -1.593, -1.892)
O (0.649, -4.367, -1.331)
C (0.580, -5.635, -0.635)
C (-0.830, -5.928, -0.176)
H (5.335, -5.095, -1.299)
H (4.083, -5.698, -0.197)
H (5.099, -4.334, 0.284)
H (3.069, -4.301, -2.013)
H (4.092, -2.944, -1.548)
H (1.280, -5.630, 0.202)
H (0.913, -6.376, -1.360)
H (-1.182, -5.161, 0.513)
H (-0.849, -6.892, 0.335)
H (-1.510, -5.967, -1.029)
I (-7.750, -1.557, 5.803)
C (-5.912, -1.702, 4.811)
C (-5.886, -1.515, 3.492)
C (-4.603, -1.730, 2.713)
C (-3.385, -1.642, 3.630)
C (-3.540, -1.875, 5.031)
C (-4.745, -1.969, 5.635)
C (-2.134, -1.271, 3.169)
O (-1.056, -1.147, 3.762)
O (-2.011, -0.920, 1.783)
H (-6.798, -1.309, 2.945)
H (-4.669, -2.734, 2.247)
H (-2.636, -1.924, 5.628)
H (-4.843, -2.140, 6.696)
C (0.095, -0.562, -6.363)
O (-0.901, -0.485, -5.352)
C (-1.125, -1.624, -4.634)
C (-0.511, -2.837, -4.896)
C (-0.857, -3.961, -4.157)
C (-1.808, -3.869, -3.158)
C (-2.411, -2.650, -2.884)
C (-2.076, -1.525, -3.615)
N (-2.777, -0.298, -3.509)
C (-3.721, 0.040, -2.620)
C (-3.857, -0.362, -1.319)
C (-5.223, -0.423, -0.751)
C (-5.483, -0.667, 0.530)
C (-4.391, -0.770, 1.544)
C (-3.073, -1.202, 0.915)
C (-2.734, -0.649, -0.457)
O (-1.557, -0.491, -0.827)
H (0.158, 0.425, -6.809)
H (-0.178, -1.292, -7.126)
H (1.063, -0.823, -5.930)
H (0.252, -2.908, -5.657)
H (-0.369, -4.904, -4.367)
H (-2.102, -4.744, -2.594)
H (-3.162, -2.583, -2.107)
H (-2.596, 0.336, -4.272)
H (-4.505, 0.678, -3.033)
H (-6.043, -0.310, -1.453)
H (-6.511, -0.727, 0.867)
H (-4.229, 0.220, 1.978)
H (-3.111, -2.292, 0.735)
O (1.999, 1.862, -1.438)
B (0.834, 1.051, -1.340)
O (0.075, 1.233, -2.522)
C (0.748, 2.155, -3.277)
C (0.384, 2.700, -4.486)
C (1.251, 3.649, -5.037)
C (2.421, 4.022, -4.387)
C (2.773, 3.463, -3.154)
C (1.908, 2.534, -2.632)
H (-0.527, 2.403, -4.987)
H (1.005, 4.100, -5.990)
H (3.071, 4.760, -4.840)
H (3.677, 3.747, -2.629)

Atoms 1-2, force components in eV/Å:
Ir 0.2096 -0.5606 -0.8950
C -0.2612 -0.0050 0.0497

***

Entry 2:
Computed, not measured: a molecular structure, C19H27MgN2OS2SbSe4Si, with ωB97M-V with the def2-TZVPD basis set.

HOMO energy: -1.81 eV
charge: -2
orbital gap: 0.21953 hartree

Cartesian coordinates (Å):
Mg (-0.378, -0.312, 0.027)
C (2.083, -1.915, 2.078)
N (1.637, -0.538, 1.958)
C (2.572, 0.296, 1.192)
C (2.638, -0.115, -0.268)
N (1.406, 0.191, -1.009)
C (1.207, 1.655, -1.232)
C (1.341, -0.550, -2.271)
C (1.932, -0.015, -3.407)
C (1.880, -0.673, -4.627)
C (1.226, -1.896, -4.695)
C (0.653, -2.444, -3.562)
C (0.686, -1.807, -2.312)
S (-0.018, -2.607, -0.875)
C (1.219, 0.065, 3.190)
C (1.585, -0.511, 4.408)
C (1.186, 0.020, 5.625)
C (0.416, 1.171, 5.634)
C (0.019, 1.731, 4.432)
C (0.364, 1.190, 3.186)
S (-0.372, 1.841, 1.745)
H (3.057, -2.005, 2.587)
H (2.160, -2.369, 1.094)
H (1.339, -2.487, 2.632)
H (3.596, 0.216, 1.598)
H (2.258, 1.333, 1.301)
H (2.778, -1.191, -0.340)
H (3.503, 0.349, -0.763)
H (2.102, 2.124, -1.661)
H (0.989, 2.148, -0.288)
H (0.357, 1.792, -1.895)
H (2.446, 0.936, -3.341)
H (2.334, -0.233, -5.506)
H (1.164, -2.428, -5.638)
H (0.147, -3.399, -3.615)
H (2.187, -1.408, 4.421)
H (1.437, -0.495, 6.544)
H (0.088, 1.609, 6.571)
H (-0.643, 2.589, 4.425)
Se (-3.076, -0.408, 3.512)
Sb (-2.414, -2.867, 3.671)
Se (-4.193, -4.437, 3.267)
Se (-0.801, -3.453, 5.354)
Se (-1.678, -1.354, 1.733)
C (-2.742, 0.233, -3.712)
Si (-2.705, 1.185, -2.086)
C (-2.078, 2.926, -2.523)
C (-4.472, 1.435, -1.498)
O (-1.815, 0.437, -0.992)
H (-3.424, 0.685, -4.442)
H (-3.058, -0.799, -3.542)
H (-1.742, 0.210, -4.154)
H (-2.895, 3.524, -2.944)
H (-1.271, 2.910, -3.261)
H (-1.716, 3.439, -1.627)
H (-5.118, 1.811, -2.299)
H (-4.486, 2.166, -0.684)
H (-4.896, 0.502, -1.118)

Atoms 1-2, force components in eV/Å:
Mg 0.2430 1.2675 -0.4162
C -0.0008 -0.0650 -0.0337

***

Entry 3:
Computed, not measured: a single C5H10N2O molecule, with ωB97M-V with the def2-TZVPD basis set.

HOMO energy (alpha / beta): -8.51 / -8.51 eV
charge: 0
orbital gap (alpha / beta): 0.32951 / 0.32954 hartree

Cartesian coordinates (Å):
C (-0.816, 0.474, 1.173)
C (-1.751, -0.501, 1.307)
C (2.141, 0.817, -0.718)
C (-1.485, -0.691, -1.420)
C (1.446, 0.283, 0.575)
N (0.048, 0.119, 0.242)
N (-0.185, -0.504, -0.833)
O (-1.559, -1.626, 0.797)
H (-0.493, 1.252, 1.950)
H (-2.334, -0.433, 2.211)
H (1.609, 0.365, -1.615)
H (2.104, 1.830, -0.780)
H (3.220, 0.525, -0.830)
H (-2.029, 0.152, -0.867)
H (-1.413, -0.633, -2.431)
H (-1.874, -1.606, -0.962)
H (1.987, -0.757, 0.800)
H (1.382, 0.934, 1.403)

Atoms 1-2, force components in eV/Å:
C 0.1777 2.9512 0.9581
C -0.0922 -3.0051 2.4254

***

Entry 4:
Computed, not measured: a gas-phase ion, C9H20N2O3P (charge +1), with ωB97M-V with the def2-TZVPD basis set.

SMILES: CC(C)(C)OP([O-])OC=[N+]1CC[NH2+]CC1
HOMO energy (alpha / beta): -10.87 / -10.87 eV
charge: +1
orbital gap (alpha / beta): 0.23999 / 0.24011 hartree

Cartesian coordinates (Å):
C (-2.001, -2.802, -0.959)
C (-0.656, -2.746, -0.203)
C (0.369, -3.487, -1.080)
C (-0.802, -3.521, 1.137)
O (-0.326, -1.371, -0.055)
P (-1.036, -0.413, 0.944)
O (-1.146, 0.858, 0.050)
O (0.175, -0.005, 2.089)
C (1.345, 0.448, 1.144)
N (1.503, 1.663, 0.738)
C (1.979, 1.881, -0.580)
C (0.740, 2.368, -1.495)
N (0.309, 3.624, -0.797)
C (-0.087, 3.315, 0.608)
C (1.132, 2.861, 1.425)
H (-2.597, -2.077, -0.452)
H (-1.866, -2.469, -2.032)
H (-2.545, -3.709, -0.857)
H (1.169, -3.662, -0.329)
H (0.740, -2.920, -1.987)
H (-0.017, -4.505, -1.218)
H (0.153, -3.711, 1.712)
H (-1.536, -3.101, 1.948)
H (-1.276, -4.416, 0.932)
H (1.670, -0.465, 0.567)
H (2.474, 1.035, -0.989)
H (2.659, 2.745, -0.790)
H (1.129, 2.584, -2.481)
H (-0.077, 1.561, -1.326)
H (1.128, 4.179, -0.822)
H (-0.289, 4.201, -1.453)
H (-0.814, 2.451, 0.506)
H (-0.592, 4.175, 1.095)
H (1.954, 3.530, 1.303)
H (0.664, 2.629, 2.400)

Atoms 1-2, force components in eV/Å:
C 0.8400 1.5588 -0.5569
C -1.4605 -1.9051 -0.5923

***

Entry 5:
Computed, not measured: a molecular structure, C18H45N2O3SbSi3Sn, with ωB97M-V with the def2-TZVPD basis set.

HOMO energy (alpha / beta): -14.37 / -14.37 eV
charge: +2
orbital gap (alpha / beta): 0.21296 / 0.21311 hartree

Cartesian coordinates (Å):
Sn (-0.013, 0.080, 0.742)
C (-0.341, 2.143, 3.687)
O (-0.244, 2.030, 2.230)
Si (-0.448, 3.347, 1.239)
C (0.791, 4.650, 1.617)
C (-2.124, 4.061, 1.486)
C (-0.150, 2.415, -0.419)
Si (1.602, 2.647, -1.128)
C (1.780, 4.454, -1.529)
C (2.796, 2.026, 0.175)
C (1.962, 1.696, -2.673)
Si (-1.719, 2.114, -1.448)
C (-1.459, 1.210, -3.039)
C (-2.833, 1.035, -0.388)
C (-2.419, 3.795, -1.824)
H (-1.388, 2.175, 3.992)
H (0.167, 3.046, 4.036)
H (0.140, 1.280, 4.137)
H (0.595, 5.049, 2.621)
H (0.687, 5.494, 0.921)
H (1.830, 4.305, 1.588)
H (-2.219, 4.365, 2.537)
H (-2.949, 3.377, 1.260)
H (-2.254, 4.969, 0.881)
H (2.022, 5.060, -0.650)
H (0.874, 4.866, -1.994)
H (2.603, 4.553, -2.249)
H (2.382, 2.071, 1.191)
H (3.727, 2.609, 0.170)
H (3.070, 0.981, -0.040)
H (1.433, 2.101, -3.545)
H (1.715, 0.642, -2.574)
H (3.040, 1.775, -2.875)
H (-0.804, 0.350, -2.921)
H (-1.041, 1.862, -3.817)
H (-2.435, 0.852, -3.397)
H (-2.687, -0.027, -0.648)
H (-3.895, 1.258, -0.561)
H (-2.649, 1.152, 0.691)
H (-1.632, 4.529, -2.042)
H (-3.032, 4.185, -1.005)
H (-3.054, 3.708, -2.715)
O (0.717, -0.591, 2.864)
N (-0.389, -0.943, 3.313)
O (-1.321, -0.721, 2.524)
C (-0.463, -4.755, -1.769)
C (0.677, -4.423, -0.795)
Sb (0.134, -3.105, 0.796)
C (-1.604, -4.067, 1.632)
C (-1.257, -5.297, 2.477)
C (1.914, -3.383, 1.984)
C (2.089, -4.795, 2.558)
H (-0.094, -5.415, -2.557)
H (-0.874, -3.859, -2.242)
H (-1.280, -5.282, -1.269)
H (1.523, -3.960, -1.304)
H (1.034, -5.325, -0.288)
H (-2.200, -4.323, 0.757)
H (-2.136, -3.310, 2.204)
H (-0.630, -6.014, 1.940)
H (-2.188, -5.808, 2.738)
H (-0.762, -5.021, 3.407)
H (1.911, -2.629, 2.765)
H (2.709, -3.137, 1.276)
H (1.390, -4.996, 3.367)
H (3.097, -4.874, 2.970)
H (1.986, -5.578, 1.803)
C (0.821, -2.283, -4.276)
C (0.660, -1.796, -2.893)
N (0.523, -1.391, -1.825)
H (1.797, -2.753, -4.400)
H (0.742, -1.443, -4.967)
H (0.046, -3.012, -4.512)

Atoms 1-2, force components in eV/Å:
Sn -0.3289 -0.3091 0.8477
C -0.0981 0.2059 -0.1255

***

Entry 6:
Computed, not measured: a molecular structure, C54H54I4N2OP2PdSe, with ωB97M-V with the def2-TZVPD basis set.

HOMO energy (alpha / beta): -12.79 / -12.69 eV
charge: +2
orbital gap (alpha / beta): 0.23888 / 0.17192 hartree
2S+1: 3

Cartesian coordinates (Å):
Pd (-0.359, -0.650, 0.285)
C (-5.098, -1.551, 3.901)
C (-3.715, -1.094, 4.425)
C (-3.789, -0.946, 5.943)
C (-2.701, -2.139, 3.979)
C (-2.269, -3.216, 4.746)
C (-1.435, -4.194, 4.223)
C (-1.026, -4.135, 2.899)
C (-1.434, -3.065, 2.114)
P (-1.133, -2.918, 0.326)
C (0.374, -3.792, -0.132)
C (0.459, -4.405, -1.384)
C (1.677, -4.885, -1.834)
C (2.814, -4.745, -1.047)
C (2.735, -4.134, 0.197)
C (1.521, -3.646, 0.652)
C (-2.535, -3.864, -0.328)
C (-2.474, -5.255, -0.225)
C (-3.554, -6.018, -0.631)
C (-4.691, -5.403, -1.141)
C (-4.758, -4.021, -1.224)
C (-3.683, -3.247, -0.813)
C (-2.250, -2.081, 2.671)
O (-2.584, -1.036, 1.840)
C (-2.869, 0.170, 2.436)
C (-2.612, 1.315, 1.679)
C (-2.937, 2.555, 2.227)
C (-3.442, 2.629, 3.514)
C (-3.643, 1.475, 4.257)
C (-3.382, 0.219, 3.725)
P (-1.877, 1.130, 0.011)
C (-1.052, 2.704, -0.336)
C (-0.353, 3.358, 0.681)
C (0.185, 4.612, 0.450)
C (0.052, 5.208, -0.798)
C (-0.573, 4.527, -1.832)
C (-1.120, 3.273, -1.608)
C (-3.311, 1.105, -1.105)
C (-4.152, 2.222, -1.104)
C (-5.263, 2.248, -1.927)
C (-5.550, 1.166, -2.750)
C (-4.719, 0.057, -2.752)
C (-3.600, 0.027, -1.931)
H (-5.380, -2.499, 4.361)
H (-5.081, -1.686, 2.818)
H (-5.855, -0.803, 4.142)
H (-4.028, -1.900, 6.408)
H (-4.585, -0.256, 6.220)
H (-2.851, -0.579, 6.358)
H (-2.582, -3.303, 5.777)
H (-1.119, -5.020, 4.845)
H (-0.405, -4.914, 2.475)
H (-0.424, -4.500, -2.004)
H (1.739, -5.363, -2.802)
H (3.766, -5.111, -1.408)
H (3.620, -4.040, 0.813)
H (1.459, -3.165, 1.624)
H (-1.588, -5.737, 0.168)
H (-3.507, -7.096, -0.549)
H (-5.527, -6.007, -1.470)
H (-5.649, -3.543, -1.608)
H (-3.746, -2.168, -0.856)
H (-2.778, 3.458, 1.656)
H (-3.678, 3.594, 3.942)
H (-4.025, 1.568, 5.264)
H (-0.276, 2.901, 1.661)
H (0.689, 5.143, 1.249)
H (0.437, 6.206, -0.960)
H (-0.663, 4.986, -2.808)
H (-1.629, 2.752, -2.409)
H (-3.933, 3.074, -0.472)
H (-5.905, 3.119, -1.932)
H (-6.420, 1.194, -3.392)
H (-4.932, -0.783, -3.401)
H (-2.947, -0.833, -1.955)
I (1.091, -0.237, 2.880)
I (0.748, -0.352, 5.545)
I (-0.212, -0.912, -2.376)
I (-0.280, -1.298, -5.184)
C (4.770, -1.533, -3.086)
C (5.053, -0.090, -3.508)
C (3.917, 0.548, -4.309)
C (2.605, 0.696, -3.529)
N (2.736, 1.621, -2.402)
C (2.738, 1.326, -1.089)
Se (2.246, -0.337, -0.342)
N (3.127, 2.407, -0.389)
C (3.324, 2.469, 1.056)
C (4.498, 1.641, 1.580)
C (5.887, 2.189, 1.242)
C (6.336, 1.892, -0.189)
C (3.356, 3.447, -1.272)
C (3.768, 4.763, -1.083)
C (3.844, 5.562, -2.204)
C (3.522, 5.078, -3.480)
C (3.139, 3.768, -3.677)
C (3.078, 2.955, -2.548)
H (5.683, -2.008, -2.729)
H (4.402, -2.113, -3.935)
H (4.032, -1.589, -2.285)
H (5.944, -0.079, -4.138)
H (5.276, 0.524, -2.630)
H (3.696, -0.075, -5.178)
H (4.238, 1.523, -4.678)
H (2.308, -0.273, -3.139)
H (1.817, 1.066, -4.186)
H (2.406, 2.127, 1.535)
H (3.471, 3.517, 1.311)
H (4.414, 0.615, 1.209)
H (4.380, 1.597, 2.665)
H (6.602, 1.735, 1.929)
H (5.915, 3.267, 1.429)
H (6.239, 0.824, -0.398)
H (7.383, 2.162, -0.325)
H (5.757, 2.448, -0.929)
H (4.027, 5.154, -0.108)
H (4.159, 6.592, -2.099)
H (3.586, 5.743, -4.330)
H (2.901, 3.393, -4.663)

Atoms 1-2, force components in eV/Å:
Pd -0.0764 0.0808 0.3726
C 0.0440 0.0046 -0.0015

***

Entry 7:
Computed, not measured: 2 unconnected molecules or ions with the total composition C3H7O2S, with ωB97M-V with the def2-TZVPD basis set.

HOMO energy: -4.55 eV
charge: -1
orbital gap: 0.29701 hartree

Cartesian coordinates (Å):
C (-0.412, 0.741, 1.806)
C (-0.328, -0.831, 1.643)
S (-0.427, -1.347, -0.043)
H (-1.504, 1.093, 2.234)
H (-0.410, 1.144, 0.675)
H (0.262, 1.241, 2.557)
H (0.507, -1.179, 2.198)
H (-1.188, -1.352, 2.175)
H (0.686, -0.821, -0.845)
O (1.267, 0.450, -4.269)
C (0.696, 0.296, -3.101)
O (1.328, 0.284, -1.916)
H (-0.477, 0.282, -3.115)

Atoms 1-2, force components in eV/Å:
C -2.9741 1.1583 -0.9430
C -1.2907 1.3267 1.4937

***

Entry 8:
Computed, not measured: a single C5H6N2O2 molecule, with ωB97M-V with the def2-TZVPD basis set.

SMILES: O=NC1=CC=CCON1
HOMO energy (alpha / beta): -8.45 / -8.45 eV
charge: 0
orbital gap (alpha / beta): 0.26007 / 0.25996 hartree

Cartesian coordinates (Å):
O (3.792, -1.850, 0.582)
N (2.638, -2.220, 0.882)
C (1.648, -1.339, 0.505)
C (0.327, -1.730, 0.688)
C (-0.845, -0.967, 0.421)
C (-1.003, 0.276, -0.155)
C (0.034, 1.273, -0.563)
O (1.278, 0.603, -0.975)
N (2.095, -0.134, -0.029)
H (0.378, -2.669, 1.142)
H (-1.669, -1.512, 0.653)
H (-1.971, 0.808, -0.265)
H (-0.050, 1.884, -1.374)
H (0.195, 2.029, 0.177)
H (2.988, -0.263, -0.460)

Atoms 1-2, force components in eV/Å:
O -1.8724 -0.6815 0.5165
N 2.2921 -0.4177 -0.0633

***

The evaluated E_tot for the records listed, in turn: -133780.0264; -328093.5644; -10370.2421; -28059.6440; -64505.2447; -181699.0581; -18154.7828; -12351.3203 eV.
The evaluated largest force on an atom for the records listed, in turn: 1.08; 2.94; 5.67; 6.37; 1.55; 1.37; 4.56; 4.90 eV Å⁻¹.